Entry 1:
The following is a quantum chemistry calculation of a cluster of 5 separate species, C8H20IN4O4 in total at a distorted geometry, from the Open Molecules 2025 dataset.

Each atom is followed by the atoms it is bonded to, with distances in Å.
Atoms and positions in Å:
1 I 0.2013 -1.0368 0.7168  no bonds
2 O -2.2734 -2.2825 -4.2006  C12 1.227
3 O 4.7337 -1.4128 -2.6302  C16 1.208
4 O -0.1336 0.8614 6.2855  C15 1.197
5 O -2.1086 3.9412 -1.3133  C17 1.217
6 N 0.3241 0.6684 4.0846  C15 1.331, H24 1.010, H30 1.010
7 N -2.0050 -1.4869 -2.0974  C12 1.348, H25 1.010, H31 1.010
8 N -2.2597 1.8210 -0.6159  C17 1.380, H35 1.010, H36 1.010
9 N 3.3506 -1.7140 -0.9674  C16 1.323, H28 1.010, H29 1.010
10 C 2.9771 0.2521 -2.3799  C16 1.546, H20 1.090, H27 1.090, H33 1.090
11 C -0.5648 3.3661 0.3371  C17 1.474, H19 1.090, H23 1.090, H37 1.090
12 C -1.6430 -2.2498 -3.1488  O2 1.227, N7 1.348, C13 1.502
13 C -0.3365 -2.9858 -3.0672  C12 1.502, H22 1.090, H26 1.090, H34 1.090
14 C -1.8210 -0.0536 4.9611  C15 1.526, H18 1.090, H21 1.090, H32 1.090
15 C -0.4320 0.5409 5.1720  O4 1.197, N6 1.331, C14 1.526
16 C 3.7731 -1.0207 -2.0115  O3 1.208, N9 1.323, C10 1.546
17 C -1.7204 3.0893 -0.5357  O5 1.217, N8 1.380, C11 1.474
18 H -1.9911 -0.1078 3.8858  C14 1.090
19 H 0.3743 3.1632 -0.1778  C11 1.090
20 H 2.6128 0.7478 -1.4801  C10 1.090
21 H -1.7893 -0.9680 5.5536  C14 1.090
22 H -0.2039 -3.6416 -2.2067  C13 1.090
23 H -0.5967 4.3630 0.7768  C11 1.090
24 H 1.2963 0.8867 4.2501  N6 1.010
25 H -2.8540 -0.9441 -2.1656  N7 1.010
26 H -0.0388 -3.4692 -3.9976  C13 1.090
27 H 2.1135 -0.0892 -2.9507  C10 1.090
28 H 2.5022 -1.5184 -0.4555  N9 1.010
29 H 3.9172 -2.4649 -0.5996  N9 1.010
30 H 0.0632 0.4472 3.1343  N6 1.010
31 H -1.2639 -1.4011 -1.4166  N7 1.010
32 H -2.5835 0.6158 5.3594  C14 1.090
33 H 3.4915 0.9196 -3.0712  C10 1.090
34 H 0.4292 -2.2556 -2.8050  C13 1.090
35 H -1.6864 1.0348 -0.3452  N8 1.010
36 H -3.1391 1.6571 -1.0847  N8 1.010
37 H -0.7154 2.7274 1.2073  C11 1.090

The HOMO energy is -5.7 eV. The HOMO-LUMO gap comes out at 8.53 eV. The value obtained for the energy relative to the best compared isomer or geometry (same formula, charge and spin) is 17.88 kcal/mol. Its net charge is -1. The lowest unoccupied orbital energy is 2.78 eV. The value obtained for the max |F| is 2.67 eV/A.

Löwdin population analysis, charges in e, atoms 1 to 6: atom 1 (I): -0.07, atom 2 (O): 0.00, atom 3 (O): 0.01, atom 4 (O): 0.03, atom 5 (O): 0.01, atom 6 (N): 0.16



Entry 2:
The following is a quantum chemistry calculation of a cluster of 11 separate species, C6H33NO11 in total at a distorted geometry, from the Open Molecules 2025 dataset.

Each atom is followed by the atoms it is bonded to, with distances in Å.
Atoms and positions in Å:
1 O 3.7926 1.9029 -0.6320  H41 0.949, H46 0.968
2 O 0.7783 -2.4864 -2.7793  H27 0.957, H37 1.017
3 O 1.1082 0.3144 -3.2180  C13 1.248
4 O 3.2823 0.5111 2.1940  H21 0.938, H51 0.971
5 O -2.4877 -3.0162 1.3288  H43 1.003, H47 1.028
6 O -2.8546 2.4184 1.8419  H35 1.063, H40 0.936
7 O -0.7519 -1.0043 3.1457  H25 0.971, H48 0.847
8 O -0.8530 -3.3166 -1.3068  H33 0.908, H38 0.996
9 O -0.5102 3.2926 -1.1911  H20 0.926, H29 1.116
10 O -0.2884 2.1166 2.7580  H30 1.086, H36 0.975
11 O 1.5873 2.7507 0.1942  H32 0.885, H34 0.982
12 N 0.8107 -0.5910 -0.5406  C14 1.457, C15 1.474, H28 1.023
13 C 0.2885 0.8166 -2.4222  O3 1.248, C14 1.481, H19 1.103
14 C -0.1992 0.2757 -1.1327  N12 1.457, C13 1.481, C16 1.555, H22 1.079
15 C 0.4706 -0.9705 0.8429  N12 1.474, C17 1.595, H26 1.089, H44 1.090
16 C -1.5113 -0.4248 -1.5857  C14 1.555, C18 1.604, H42 1.119, H50 1.090
17 C 1.5640 -1.9365 1.4861  C15 1.595, H23 1.100, H31 1.016, H49 1.137
18 C -2.7473 0.5329 -1.9415  C16 1.604, H24 1.166, H39 1.195, H45 1.068
19 H 0.0340 1.8447 -2.7316  C13 1.103
20 H -0.8344 4.1072 -0.8924  O9 0.926
21 H 2.9506 1.1910 2.7481  O4 0.938
22 H -0.4660 1.0450 -0.4249  C14 1.079
23 H 2.4985 -1.3680 1.5981  C17 1.100
24 H -3.4940 0.4931 -1.0473  C18 1.166
25 H -1.2478 -0.5163 3.8224  O7 0.971
26 H 0.3964 -0.1674 1.5742  C15 1.089
27 H 1.7327 -2.4147 -2.8019  O2 0.957
28 H 1.0312 -1.4454 -1.0590  N12 1.023
29 H 0.4574 3.0659 -0.6835  O9 1.116
30 H -1.1383 2.4139 2.1509  O10 1.086
31 H 1.6691 -2.8539 1.0634  C17 1.016
32 H 1.5499 1.8664 0.2013  O11 0.885
33 H -0.2248 -3.7753 -1.7757  O8 0.908
34 H 2.4946 3.0930 0.0387  O11 0.982
35 H -2.9980 1.5226 2.3962  O6 1.063
36 H 0.3759 2.0490 2.0469  O10 0.975
37 H 0.4599 -1.8406 -3.4980  O2 1.017
38 H -0.3425 -2.5381 -0.9537  O8 0.996
39 H -3.1900 0.1102 -2.9680  C18 1.195
40 H -2.6455 2.2441 0.9464  O6 0.936
41 H 4.1530 1.4247 0.1045  O1 0.949
42 H -1.3039 -0.9655 -2.5432  C16 1.119
43 H -3.1525 -2.4113 0.8849  O5 1.003
44 H -0.4604 -1.5335 0.7771  C15 1.090
45 H -2.5601 1.5518 -2.2020  C18 1.068
46 H 3.4990 1.2898 -1.3213  O1 0.968
47 H -1.8165 -3.3305 0.6170  O5 1.028
48 H -1.3297 -1.5125 2.7927  O7 0.847
49 H 1.1854 -2.2147 2.5213  C17 1.137
50 H -1.8387 -1.2213 -0.9172  C16 1.090
51 H 3.0763 -0.3889 2.4942  O4 0.971

The HOMO energy is -9.1 eV. The HOMO-LUMO gap comes out at 9.26 eV. The value obtained for the energy relative to the best compared isomer or geometry (same formula, charge and spin) is 163.34 kcal/mol. The SMILES is CCN[C@@H](C=O)CC.O.O.O.O.O.O.O.O.O.O. The lowest unoccupied orbital energy is 0.14 eV. The value obtained for the max |F| is 9.39 eV/A.

Löwdin population analysis, charges in e, atoms 1 to 6: atom 1 (O): -0.04, atom 2 (O): -0.09, atom 3 (O): 0.01, atom 4 (O): -0.03, atom 5 (O): -0.11, atom 6 (O): -0.07



Entry 3:
The following is a quantum chemistry calculation of an isolated molecule of C4H8O2 at a distorted geometry, from the Open Molecules 2025 dataset.

Each atom is followed by the atoms it is bonded to, with distances in Å.
Atoms and positions in Å:
1 O 1.7624 0.2551 -0.0926  C6 1.363, H14 1.079
2 O 0.0096 -1.3431 1.1557  C4 1.363, H11 1.078
3 C -0.6884 0.5919 -0.2104  C4 1.487, C5 1.507, C6 1.490, H12 1.087
4 C -0.4224 -0.0511 1.1037  O2 1.363, C3 1.487, C6 1.662, H8 1.091
5 C -0.7285 -0.3127 -1.4146  C3 1.507, H7 1.092, H9 1.092, H13 1.092
6 C 0.6587 0.9402 0.3212  O1 1.363, C3 1.490, C4 1.662, H10 1.091
7 H -1.5844 -0.9898 -1.3644  C5 1.092
8 H -0.7097 0.4086 2.0501  C4 1.091
9 H -0.7786 0.2766 -2.3324  C5 1.092
10 H 0.8340 1.8360 0.9184  C6 1.091
11 H 1.0754 -1.3817 1.0017  O2 1.078
12 H -1.4082 1.4051 -0.1669  C3 1.087
13 H 0.1817 -0.9156 -1.4487  C5 1.092
14 H 1.8493 -0.6712 0.4543  O1 1.079

The HOMO energy is -9.2 eV. The HOMO-LUMO gap comes out at 9.69 eV. The value obtained for the energy relative to the best compared isomer or geometry (same formula, charge and spin) is 77.97 kcal/mol. The SMILES is C[C@H]1[C@@H](O)[C@H]1O. The lowest unoccupied orbital energy is 0.48 eV. The value obtained for the max |F| is 3.66 eV/A.

Löwdin population analysis, charges in e, atoms 1 to 6: atom 1 (O): -0.05, atom 2 (O): -0.04, atom 3 (C): -0.27, atom 4 (C): -0.26, atom 5 (C): -0.04, atom 6 (C): -0.26



Entry 4:
The following is a quantum chemistry calculation of an isolated molecule of C6H7NO at a distorted geometry, from the Open Molecules 2025 dataset.

Each atom is followed by the atoms it is bonded to, with distances in Å.
Atoms and positions in Å:
1 O 2.5306 0.6120 -0.4415  C3 1.348, C7 1.416
2 N -1.7639 1.1333 0.3745  C4 1.337, C6 1.276
3 C 1.4648 -0.2119 -0.5035  O1 1.348, C5 1.565, C7 1.467
4 C -2.0521 -0.1575 0.1762  N2 1.337, C8 1.444, H12 1.053
5 C -0.0050 0.1511 -0.8990  C3 1.565, C6 1.638, C8 1.484, H9 1.051
6 C -0.6648 1.4673 -0.1808  N2 1.276, C5 1.638, H14 1.011
7 C 2.0278 0.1538 0.8006  O1 1.416, C3 1.467, H11 1.125, H15 1.061
8 C -0.9954 -0.8779 -0.4950  C4 1.444, C5 1.484, H10 1.103, H13 1.228
9 H 0.0065 0.2937 -1.9404  C5 1.051
10 H -0.4945 -1.6330 0.1344  C8 1.103
11 H 2.6048 -0.5841 1.4246  C7 1.125
12 H -2.9106 -0.5129 0.6706  C4 1.053
13 H -1.4098 -1.3797 -1.5368  C8 1.228
14 H -0.1778 2.3496 -0.1067  C6 1.011
15 H 1.4476 0.8057 1.4037  C7 1.061

The HOMO energy (alpha / beta) is -8.3 / -7.7 eV. The HOMO-LUMO gap (alpha / beta) comes out at 8.10 / 7.59 eV. The value obtained for the energy relative to the best compared isomer or geometry (same formula, charge and spin) is 127.57 kcal/mol. The lowest unoccupied orbital energy (alpha / beta) is -0.19 / -0.12 eV. The value obtained for the max |F| is 5.06 eV/A.

Löwdin population analysis, charges in e, atoms 1 to 6: atom 1 (O): 0.02, atom 2 (N): 0.04, atom 3 (C): -0.14, atom 4 (C): -0.13, atom 5 (C): -0.22, atom 6 (C): -0.05